[1]
{"formula": "C36H27BrN7O5RbSe", "method": "the ωB97M-V functional and the def2-TZVPD basis", "symbols": ["Rb", "C", "C", "C", "C", "C", "C", "C", "C", "C", "H", "H", "H", "H", "H", "H", "H", "H", "H", "H", "H", "H", "O", "C", "O", "C", "C", "C", "N", "C", "C", "C", "O", "O", "H", "H", "H", "Br", "C", "C", "C", "C", "C", "C", "N", "N", "C", "C", "C", "C", "O", "C", "N", "C", "C", "C", "C", "H", "H", "H", "H", "H", "H", "H", "H", "H", "Se", "N", "C", "C", "C", "C", "N", "C", "N", "H", "H", "H"], "coordinates": [[-0.072998, -0.161114, -2.077621], [-1.088247, -2.513280, -5.443927], [0.225778, -2.383278, -4.718308], [1.106027, -1.352298, -5.019042], [2.300025, -1.185258, -4.316824], [3.194149, -0.020382, -4.635665], [2.600184, -2.089075, -3.304306], [1.739888, -3.137867, -2.980882], [2.059508, -4.070884, -1.845872], [0.555065, -3.270272, -3.694634], [-1.911653, -2.183905, -4.806302], [-1.276859, -3.548475, -5.736102], [-1.098518, -1.895426, -6.342796], [0.849315, -0.638238, -5.794827], [3.499621, -0.044278, -5.684927], [4.085902, -0.019626, -4.010445], [2.653928, 0.912413, -4.456264], [3.518430, -1.963039, -2.739924], [1.567722, -3.720093, -0.935614], [3.134259, -4.116418, -1.665154], [1.699078, -5.080134, -2.053274], [-0.134805, -4.068216, -3.437225], [3.977116, 6.559033, -1.906997], [4.681767, 5.582624, -1.582506], [5.857859, 5.559282, -1.159995], [3.975796, 4.205271, -1.633701], [4.642255, 3.046482, -1.246121], [3.986009, 1.832672, -1.327770], [2.736817, 1.688589, -1.778369], [2.089794, 2.806119, -2.134964], [2.666257, 4.069548, -2.068847], [0.669349, 2.554750, -2.614940], [-0.251607, 2.746313, -1.783765], [0.552225, 2.066395, -3.766229], [5.661461, 3.125160, -0.892325], [4.484462, 0.914236, -1.025701], [2.116083, 4.954720, -2.359587], [-3.045359, -1.044433, 11.737194], [-2.541639, -0.904519, 9.903341], [-2.369852, -2.057095, 9.153247], [-2.004897, -1.959262, 7.821757], [-1.807001, -0.708109, 7.223963], [-1.986159, 0.434503, 8.008200], [-2.351440, 0.345884, 9.341007], [-1.439089, -0.495647, 5.883879], [-1.327745, -1.584000, 5.226196], [-0.970151, -1.573170, 3.923043], [-0.929805, -2.866066, 3.350649], [-0.623973, -3.122181, 2.048695], [-0.312484, -2.062352, 1.132567], [-0.043581, -2.266530, -0.060398], [-0.340320, -0.684127, 1.705784], [-0.061450, 0.302822, 0.836448], [-0.049460, 1.554387, 1.248542], [-0.312520, 1.891254, 2.579767], [-0.617352, 0.901764, 3.481461], [-0.649302, -0.446748, 3.063521], [-2.520428, -3.026662, 9.609765], [-1.865964, -2.846650, 7.221291], [-1.831350, 1.400428, 7.544187], [-2.486592, 1.239115, 9.935934], [-1.169549, -3.680410, 4.025917], [-0.607671, -4.130854, 1.655064], [0.151162, 2.306759, 0.490460], [-0.279338, 2.928897, 2.886366], [-0.838167, 1.129816, 4.510261], [-3.589819, -0.089456, 0.183732], [-4.099903, 1.477538, -0.466163], [-3.809324, 1.445886, -1.754214], [-3.957793, 2.534300, -2.664618], [-3.557435, 2.336332, -3.939608], [-3.021444, 1.066757, -4.340254], [-2.870461, 0.038809, -3.564120], [-3.243098, 0.218299, -2.256072], [-3.046876, -0.732796, -1.358337], [-4.334637, 3.485812, -2.315936], [-3.599222, 3.137565, -4.664192], [-2.689952, 0.942090, -5.366574]], "atomic_forces_ev_per_a": [[0.4, -0.4, 0.1], [0.0, 0.0, 0.0], [0.0, 0.0, 0.0], [0.0, 0.0, 0.0], [0.0, 0.0, 0.0], [0.0, 0.0, 0.0], [0.0, 0.0, 0.0], [0.0, 0.0, 0.0], [0.0, 0.0, 0.0], [0.0, 0.0, 0.0], [0.0, 0.0, 0.0], [0.0, 0.0, 0.0], [0.0, 0.0, 0.0], [0.0, 0.0, 0.0], [0.0, 0.0, 0.0], [0.0, 0.0, 0.0], [0.0, 0.0, 0.0], [0.0, 0.0, 0.0], [0.0, 0.0, 0.0], [0.0, 0.0, 0.0], [0.0, 0.0, 0.0], [0.0, 0.0, 0.0], [0.0, 0.0, -0.2], [-0.1, 0.1, 0.5], [0.1, 0.0, -0.2], [0.0, -0.1, -0.1], [0.0, 0.0, 0.0], [0.0, 0.0, 0.0], [-0.1, 0.1, 0.0], [0.0, -0.1, 0.0], [0.0, 0.0, 0.0], [0.0, 0.3, -0.1], [0.0, -0.1, -0.1], [-0.1, 0.0, 0.0], [0.0, 0.0, 0.0], [0.0, 0.0, 0.0], [0.0, 0.0, 0.0], [0.0, 0.0, 0.0], [0.0, 0.0, 0.0], [0.0, 0.0, 0.0], [0.0, 0.0, 0.0], [0.0, 0.0, 0.0], [0.0, 0.0, 0.0], [0.0, 0.0, 0.0], [0.0, 0.0, 0.0], [0.0, 0.0, 0.0], [0.0, 0.0, 0.0], [0.0, 0.0, 0.0], [0.0, 0.0, 0.0], [0.0, 0.0, 0.0], [0.0, 0.1, 0.0], [0.0, 0.0, 0.0], [-0.1, -0.1, 0.0], [0.0, 0.0, 0.0], [0.0, 0.0, 0.0], [0.0, 0.0, 0.0], [0.0, 0.0, 0.0], [0.0, 0.0, 0.0], [0.0, 0.0, 0.0], [0.0, 0.0, 0.0], [0.0, 0.0, 0.0], [0.0, 0.0, 0.0], [0.0, 0.0, 0.0], [0.0, 0.0, 0.0], [0.0, 0.0, 0.0], [0.0, 0.0, 0.0], [0.0, 0.1, 0.2], [0.0, 0.0, -0.1], [0.0, 0.1, 0.1], [0.0, 0.0, -0.1], [0.0, 0.0, 0.0], [0.1, 0.0, 0.1], [0.0, 0.0, 0.0], [0.0, -0.1, 0.1], [-0.1, 0.0, -0.2], [0.0, 0.0, 0.0], [0.0, 0.0, 0.0], [0.0, 0.0, 0.0]], "relative_energy_kcal_mol": 0.0, "total_charge": -2, "orbital_gap_ev": 5.47, "e_homo_ha": -0.104}

***

[2]
{"formula": "C36H28BrIrN3O6P2", "method": "the ωB97M-V functional and the def2-TZVPD basis", "symbols": ["Ir", "O", "C", "O", "C", "C", "N", "N", "C", "C", "O", "O", "H", "H", "H", "N", "P", "C", "C", "C", "C", "C", "C", "C", "C", "C", "C", "C", "C", "P", "C", "C", "C", "C", "C", "C", "C", "C", "C", "C", "C", "C", "H", "H", "H", "H", "H", "H", "H", "H", "H", "H", "H", "H", "H", "H", "H", "H", "H", "H", "H", "H", "H", "Br", "C", "C", "C", "C", "C", "C", "C", "O", "O", "H", "H", "H", "H"], "coordinates": [[-0.149162, -0.472644, -1.581538], [2.163644, -5.858129, -2.182642], [1.454212, -5.544674, -3.258163], [1.206546, -6.328068, -4.126935], [0.780639, -4.201593, -3.284938], [-0.054540, -3.828618, -4.322618], [-0.510778, -2.596074, -4.055683], [-0.015101, -2.134729, -2.907421], [0.768340, -3.097173, -2.424467], [1.445485, -2.806166, -1.131857], [2.237684, -3.541723, -0.609655], [1.155959, -1.595455, -0.626875], [2.206856, -5.137440, -1.525798], [-0.331740, -4.375747, -5.208900], [-1.130031, -2.029183, -4.614472], [0.306559, 0.289151, 1.587674], [0.037515, 1.063603, 0.084978], [-1.407552, 2.059488, 0.429732], [-1.350064, 3.450498, 0.349444], [-2.487828, 4.197311, 0.615531], [-3.671673, 3.562918, 0.964175], [-3.731336, 2.176466, 1.043591], [-2.603965, 1.420608, 0.771635], [1.456087, 2.122584, -0.173616], [1.865913, 2.389295, -1.482078], [2.936512, 3.239628, -1.708169], [3.597765, 3.820757, -0.634420], [3.188232, 3.561369, 0.668011], [2.117339, 2.715235, 0.903000], [1.555284, -0.740581, 2.007859], [2.747663, -0.011073, 3.114269], [2.462001, 0.084516, 4.480908], [3.385786, 0.679734, 5.321864], [4.585106, 1.161437, 4.808843], [4.870242, 1.055652, 3.454115], [3.951243, 0.470138, 2.598538], [0.903149, -2.246886, 2.613598], [-0.367763, -2.687957, 2.212625], [-0.827736, -3.915060, 2.643892], [-0.021427, -4.715895, 3.450060], [1.249263, -4.295305, 3.826484], [1.721727, -3.067015, 3.406655], [-0.416930, 0.453136, 2.282328], [-0.428265, 3.947489, 0.076058], [-2.447714, 5.276240, 0.554106], [-4.554224, 4.151693, 1.176042], [-4.657091, 1.683482, 1.308274], [-2.663627, 0.339344, 0.809728], [1.342310, 1.948686, -2.322816], [3.254990, 3.449395, -2.720089], [4.435223, 4.481746, -0.813338], [3.701535, 4.022338, 1.501218], [1.796555, 2.520667, 1.919307], [1.534548, -0.305626, 4.882220], [3.174824, 0.761082, 6.379422], [5.306381, 1.616287, 5.474571], [5.811091, 1.421366, 3.066264], [4.168659, 0.382346, 1.541150], [-0.984078, -2.069475, 1.571555], [-1.812214, -4.256514, 2.354881], [-0.386284, -5.678916, 3.781405], [1.870441, -4.929005, 4.443938], [2.713780, -2.739806, 3.690359], [-5.103117, -0.705862, -1.297265], [-4.774766, 0.635071, -2.583462], [-5.883779, 1.249868, -3.138526], [-5.724821, 2.234385, -4.102787], [-4.458384, 2.618359, -4.524351], [-3.350184, 2.012378, -3.972024], [-3.489665, 1.013784, -2.997750], [-2.251842, 0.458403, -2.478845], [-1.096459, 0.867152, -2.838954], [-2.152525, -0.492692, -1.614695], [-6.872208, 0.952584, -2.818243], [-6.602794, 2.701544, -4.528650], [-4.340467, 3.384976, -5.276837], [-2.354948, 2.300900, -4.281428]], "atomic_forces_ev_per_a": [[0.0, 0.0, -0.1], [0.2, 0.0, 0.0], [-0.8, -0.3, 0.5], [0.3, 0.1, -0.2], [0.2, 0.1, -0.1], [0.0, 0.0, 0.0], [0.0, 0.0, 0.0], [-0.1, 0.0, 0.1], [-0.1, -0.1, 0.1], [0.3, 0.3, -0.2], [-0.2, -0.1, 0.1], [-0.3, 0.0, 0.0], [0.2, 0.1, -0.1], [0.0, 0.0, 0.0], [0.0, 0.0, 0.0], [-0.1, 0.0, 0.0], [0.0, 0.0, 0.0], [0.0, 0.0, 0.0], [0.0, 0.0, -0.1], [0.0, 0.0, 0.0], [0.0, 0.0, 0.0], [0.0, 0.0, 0.0], [0.0, 0.0, 0.0], [0.0, 0.0, -0.1], [0.0, 0.0, 0.0], [0.0, 0.0, 0.0], [0.0, 0.0, 0.0], [0.0, 0.0, 0.0], [0.0, 0.0, 0.0], [0.0, 0.0, -0.1], [0.0, 0.0, 0.0], [0.0, 0.0, 0.0], [0.0, 0.0, 0.0], [0.0, 0.0, 0.0], [0.0, 0.0, 0.0], [0.0, 0.0, 0.0], [0.0, 0.0, 0.0], [0.0, 0.0, 0.0], [0.0, 0.0, 0.0], [0.0, 0.0, 0.0], [0.0, 0.0, 0.0], [0.0, 0.0, 0.0], [0.0, 0.0, 0.0], [0.0, 0.0, 0.0], [0.0, 0.0, 0.0], [0.0, 0.0, 0.0], [0.0, 0.0, 0.0], [0.0, 0.0, 0.0], [0.0, 0.0, 0.0], [0.0, 0.0, 0.0], [0.0, 0.0, 0.0], [0.0, 0.0, 0.0], [0.0, 0.0, 0.0], [0.0, 0.0, 0.0], [0.0, 0.0, 0.0], [0.0, 0.0, 0.0], [0.0, 0.0, 0.0], [0.0, 0.0, 0.0], [0.0, 0.0, 0.0], [0.0, 0.0, 0.0], [0.0, 0.0, 0.0], [0.0, 0.0, 0.0], [0.0, 0.0, 0.0], [0.0, 0.0, 0.0], [0.0, 0.0, 0.0], [0.0, 0.0, 0.0], [0.0, 0.0, 0.0], [0.0, 0.0, 0.0], [0.0, 0.0, 0.0], [0.0, 0.0, 0.0], [0.0, 0.0, 0.0], [0.0, -0.1, 0.1], [0.2, 0.0, 0.1], [0.0, 0.0, 0.0], [0.0, 0.0, 0.0], [0.0, 0.0, 0.0], [0.0, 0.0, 0.0]], "relative_energy_kcal_mol": 16.7, "total_charge": 2, "orbital_gap_ev": [7.25, 6.27], "e_homo_ha": [-0.518, -0.518], "multiplicity": 2}

***

[3]
{"formula": "C36H28BrIrO5P2SSe", "method": "the ωB97M-V functional and the def2-TZVPD basis", "symbols": ["Ir", "O", "S", "C", "C", "C", "C", "C", "C", "P", "C", "C", "C", "C", "C", "C", "C", "C", "C", "C", "C", "C", "C", "C", "C", "C", "C", "C", "P", "C", "C", "C", "C", "C", "C", "C", "C", "C", "C", "C", "C", "H", "H", "H", "H", "H", "H", "H", "H", "H", "H", "H", "H", "H", "H", "H", "H", "H", "H", "H", "H", "H", "H", "H", "H", "H", "H", "H", "H", "Br", "O", "Se", "O", "O", "O"], "coordinates": [[-0.501315, 0.131030, -0.215493], [2.597563, -1.381099, 1.173830], [2.010252, -0.211135, 0.507765], [2.395175, 1.246831, 1.461811], [3.629362, 1.244784, 2.099452], [4.002007, 2.346077, 2.849873], [3.132926, 3.420863, 2.981082], [1.875372, 3.378213, 2.401226], [1.485528, 2.285946, 1.631225], [-0.258187, 2.131655, 1.143108], [-1.067590, 1.901303, 2.755757], [-1.070916, 0.638308, 3.346096], [-1.591550, 0.458375, 4.618209], [-2.112030, 1.541688, 5.310756], [-2.104182, 2.804540, 4.733873], [-1.582531, 2.988707, 3.462931], [-0.871048, 3.689611, 0.499927], [-0.032104, 4.724502, 0.101641], [-0.579548, 5.885769, -0.423301], [-1.953714, 6.008926, -0.558556], [-2.792223, 4.968868, -0.174593], [-2.254527, 3.809187, 0.356191], [2.863014, 0.115552, -1.042510], [4.214790, 0.481955, -1.006669], [4.878854, 0.808470, -2.215416], [4.195682, 0.897208, -3.376943], [2.723558, 0.665464, -3.443289], [2.166188, 0.016264, -2.216214], [0.522830, -0.731568, -2.245266], [0.939917, -2.490987, -2.237193], [0.460114, -3.326731, -1.234151], [0.863142, -4.655238, -1.181651], [1.747322, -5.146979, -2.126701], [2.240569, -4.312487, -3.125051], [1.844691, -2.988285, -3.180023], [-0.385229, -0.358189, -3.758276], [-0.697607, -1.389470, -4.647174], [-1.441194, -1.121416, -5.786330], [-1.878154, 0.169210, -6.046342], [-1.589555, 1.192961, -5.153216], [-0.856072, 0.934031, -4.008605], [4.269445, 0.374892, 2.034914], [4.965734, 2.359860, 3.340457], [3.421033, 4.282544, 3.568197], [1.181469, 4.191991, 2.571321], [-0.659084, -0.214962, 2.821617], [-1.591514, -0.526488, 5.065958], [-2.523734, 1.402987, 6.301777], [-2.507308, 3.650788, 5.274077], [-1.590393, 3.977116, 3.021223], [1.045297, 4.626647, 0.176764], [0.075610, 6.683531, -0.746243], [-2.375145, 6.914352, -0.974919], [-3.863826, 5.062102, -0.289680], [-2.909770, 2.999540, 0.659266], [4.752830, 0.519591, -0.072400], [5.938233, 1.024574, -2.186943], [4.684608, 1.192872, -4.295769], [2.462304, 0.105774, -4.343673], [-0.223982, -2.948973, -0.488318], [0.488282, -5.299903, -0.398016], [2.062327, -6.181184, -2.085612], [2.938435, -4.694004, -3.858561], [2.242706, -2.345522, -3.957582], [-0.378138, -2.403848, -4.453757], [-1.678493, -1.926556, -6.468854], [-2.448401, 0.376606, -6.942433], [-1.932055, 2.201179, -5.343452], [-0.659211, 1.742611, -3.318326], [-2.262708, -1.355978, 0.344576], [2.011508, 1.924956, -3.665832], [1.577853, 2.995963, -2.323333], [2.909735, 3.352487, -1.496796], [0.585037, 2.045379, -1.366009], [0.752382, 4.134271, -3.082942]], "atomic_forces_ev_per_a": [[0.4, 0.5, -0.3], [-0.1, 0.2, -0.1], [-0.1, -0.3, 0.1], [0.1, -0.1, 0.0], [0.0, 0.1, 0.1], [0.0, 0.0, 0.0], [0.0, 0.0, 0.0], [0.0, 0.0, 0.1], [0.0, 0.0, -0.1], [0.0, -0.2, 0.2], [0.0, 0.0, 0.0], [0.0, 0.0, 0.0], [0.0, 0.0, -0.1], [0.0, 0.0, 0.0], [0.0, 0.0, 0.0], [-0.1, 0.0, 0.0], [0.0, 0.0, 0.0], [0.0, 0.1, 0.0], [0.0, 0.0, 0.0], [0.0, 0.0, 0.0], [0.0, 0.0, 0.0], [0.0, 0.0, 0.0], [0.1, 0.0, 0.1], [0.0, 0.0, -0.1], [0.0, -0.1, 0.1], [0.0, 0.0, 0.0], [0.0, 0.2, 0.1], [0.0, 0.1, 0.0], [-0.1, 0.0, 0.0], [-0.1, 0.0, 0.1], [0.0, -0.1, 0.0], [0.0, 0.0, 0.0], [0.0, 0.0, 0.0], [0.0, 0.0, 0.0], [0.0, 0.0, 0.0], [0.1, 0.0, 0.0], [0.0, 0.0, 0.0], [0.0, 0.0, 0.0], [0.0, 0.0, 0.0], [0.0, 0.0, 0.0], [0.0, 0.1, 0.0], [0.0, 0.0, 0.0], [0.0, 0.0, 0.0], [0.0, 0.0, 0.0], [0.0, 0.0, 0.0], [0.0, 0.0, 0.0], [0.0, 0.0, 0.0], [0.0, 0.0, 0.0], [0.0, 0.0, 0.0], [0.0, 0.0, 0.0], [0.0, 0.0, 0.0], [0.0, 0.0, 0.0], [0.0, 0.0, 0.0], [0.0, 0.0, 0.0], [0.0, 0.0, 0.0], [0.0, 0.0, 0.0], [0.0, 0.0, 0.0], [0.0, 0.0, 0.0], [0.0, 0.0, 0.0], [0.0, 0.0, 0.0], [0.0, 0.0, 0.0], [0.0, 0.0, 0.0], [0.0, 0.0, 0.0], [0.0, 0.0, 0.0], [0.0, 0.0, 0.0], [0.0, 0.0, 0.0], [0.0, 0.0, 0.0], [0.0, 0.0, 0.0], [0.0, -0.1, 0.0], [-0.1, 0.0, 0.2], [0.0, 0.0, -0.1], [0.0, 0.1, 0.2], [-0.3, -0.1, -0.2], [-0.1, 0.1, -0.2], [0.2, -0.3, 0.2]], "relative_energy_kcal_mol": 24.0, "total_charge": 1, "orbital_gap_ev": [7.20, 6.15], "e_homo_ha": [-0.380, -0.439], "multiplicity": 6}

***

Record-wise electronic energy values, in Eh: -7147.24595, -5364.97110, -7925.07808